A | Entry from the Open Molecules 2025 dataset: one molecule with the formula C4H7NO (ωB97M-V/def2-TZVPD).

Last column: Mulliken charge in e.
Cartesian coordinates (Å):
1 O 2.20991 1.21779 1.50504  -0.474
2 C 1.01409 0.72784 1.09464  0.035
3 C -1.00934 -1.96773 -0.85854  -0.263
4 N -0.69907 -0.82925 -1.30943  -0.410
5 C -0.90306 0.30652 -0.41659  -0.549
6 C 0.41220 0.94835 -0.07253  -0.325
7 H 2.58201 1.76121 0.79692  0.301
8 H 0.57338 0.09668 1.86326  0.291
9 H -1.43090 -2.12865 0.14608  0.221
10 H -0.85676 -2.85247 -1.47877  0.260
11 H -1.42829 0.01180 0.50865  0.408
12 H -1.54351 1.02443 -0.94291  0.278
13 H 0.89209 1.56356 -0.83310  0.227

**Frontier orbital gap**: 10.0 eV
**Structure (SMILES)**: C=NC/C=C/O
**Net charge**: 0

***

B | Entry from the Open Molecules 2025 dataset: a 2-piece molecular cluster, C4H7NO overall (ωB97M-V/def2-TZVPD).

Last column: Mulliken charge in e.
Cartesian coordinates (Å):
1 N -1.79021 -0.73556 1.61410  -0.575
2 C -0.70250 -0.17360 1.32811  0.088
3 O -0.47485 0.27426 0.05866  -0.361
4 C 0.80473 0.70273 -0.24909  -0.190
5 C 1.88500 -0.04066 -0.06332  -0.545
6 C -1.14163 0.43448 -2.17998  -0.323
7 H -1.80705 -0.95723 2.60725  0.255
8 H 0.13763 0.04690 1.99653  0.348
9 H 0.78606 1.68000 -0.71810  0.442
10 H 2.85510 0.34435 -0.35431  0.257
11 H 1.82979 -1.04632 0.34420  0.290
12 H -2.01765 -0.20523 -1.94770  0.148
13 H -0.36442 -0.32413 -2.43635  0.167

**Frontier orbital gap**: 9.0 eV
**Net charge**: 0

***

Looking at the structures above, A is most stable, and the difference to the next one is 4.432 eV.